{
  "formula": "C20H50F14Li2N7O38S14",
  "method": "ωB97M-V/def2-TZVPD",
  "multiplicity": 1,
  "charge": -5,
  "e_tot_ev": -299914.117,
  "largest_force_ev_per_a": 10.939,
  "e_homo_ev": 0.4,
  "symbols": ["Li", "Li", "N", "S", "O", "O", "F", "S", "O", "O", "F", "N", "S", "O", "O", "F", "S", "O", "O", "F", "N", "S", "O", "O", "F", "S", "O", "O", "F", "N", "S", "O", "O", "F", "S", "O", "O", "F", "N", "S", "O", "O", "F", "S", "O", "O", "F", "N", "S", "O", "O", "F", "S", "O", "O", "F", "N", "S", "O", "O", "F", "S", "O", "O", "F", "C", "O", "C", "C", "O", "C", "H", "H", "H", "H", "H", "H", "H", "H", "H", "H", "C", "O", "C", "C", "O", "C", "H", "H", "H", "H", "H", "H", "H", "H", "H", "H", "C", "O", "C", "C", "O", "C", "H", "H", "H", "H", "H", "H", "H", "H", "H", "H", "C", "O", "C", "C", "O", "C", "H", "H", "H", "H", "H", "H", "H", "H", "H", "H", "C", "O", "C", "C", "O", "C", "H", "H", "H", "H", "H", "H", "H", "H", "H", "H"],
  "xyz": [[0.212, -1.936, 2.347], [-2.001, 0.155, 2.002], [-5.362, 1.471, 1.136], [-4.050, 2.083, 0.231], [-2.774, 1.574, 0.738], [-4.128, 3.419, -0.391], [-4.320, 1.118, -1.012], [-5.752, 2.819, 1.815], [-6.611, 3.777, 1.099], [-4.769, 3.423, 2.747], [-6.764, 2.227, 2.855], [-0.527, -0.820, 0.989], [0.406, 0.415, 0.198], [-0.196, 1.193, -0.883], [1.846, 0.079, 0.132], [0.406, 1.465, 1.371], [-1.028, -1.499, -0.312], [-0.055, -1.886, -1.314], [-2.330, -1.029, -0.728], [-1.335, -2.956, 0.336], [2.853, -5.041, 2.918], [1.364, -4.992, 2.091], [0.899, -3.676, 1.662], [0.383, -6.001, 2.389], [2.033, -5.566, 0.771], [2.076, -4.644, 4.221], [1.660, -5.807, 5.025], [1.302, -3.372, 4.350], [3.438, -4.281, 5.119], [4.750, -2.513, 1.823], [3.724, -1.200, 2.332], [2.307, -1.521, 2.295], [4.151, 0.184, 1.961], [3.975, -1.255, 3.838], [4.348, -2.280, 0.365], [5.063, -1.381, -0.509], [2.943, -2.616, 0.032], [4.944, -3.679, -0.020], [-3.406, -0.676, 3.030], [-2.920, -2.045, 3.468], [-3.848, -3.001, 4.153], [-1.478, -2.181, 3.616], [-3.166, -2.681, 2.031], [-3.665, -0.323, 4.675], [-2.581, -0.188, 5.553], [-4.991, -0.703, 5.225], [-4.023, 1.223, 4.368], [-6.294, -1.534, 1.117], [-7.618, -2.026, 1.682], [-7.543, -3.029, 2.763], [-8.772, -1.976, 0.834], [-7.899, -0.750, 2.614], [-6.159, -2.945, 0.174], [-7.070, -3.129, -0.953], [-5.348, -4.062, 0.603], [-5.011, -2.165, -0.671], [-0.550, 1.958, 5.628], [-0.665, 2.493, 4.204], [-1.318, 1.628, 3.222], [0.226, 3.579, 3.764], [-1.911, 3.361, 4.769], [0.840, 1.120, 5.194], [2.042, 1.890, 5.209], [0.736, -0.034, 4.299], [0.983, 0.434, 6.609], [-1.159, 4.458, 0.036], [-1.867, 4.425, 1.172], [-2.222, 5.717, 1.620], [-1.329, 6.407, 2.618], [-0.300, 7.069, 1.845], [1.038, 7.056, 2.400], [-0.159, 4.872, 0.167], [-1.532, 5.057, -0.795], [-0.875, 3.471, -0.329], [-3.210, 5.576, 2.060], [-2.446, 6.355, 0.765], [-0.995, 5.634, 3.310], [-1.813, 7.062, 3.342], [1.211, 6.076, 2.846], [0.991, 7.831, 3.165], [1.642, 7.270, 1.519], [1.297, -7.125, -4.102], [2.396, -6.280, -3.743], [2.328, -5.680, -2.382], [1.862, -4.251, -2.515], [2.747, -3.648, -3.438], [2.738, -2.219, -3.548], [1.303, -7.995, -3.445], [1.427, -7.453, -5.134], [0.352, -6.652, -3.836], [3.331, -5.701, -1.956], [1.686, -6.211, -1.679], [1.867, -3.852, -1.500], [0.891, -4.091, -2.983], [3.340, -1.923, -4.408], [3.066, -1.828, -2.585], [1.728, -1.829, -3.677], [-0.124, 0.471, -6.881], [-0.143, 1.493, -5.900], [1.229, 1.851, -5.528], [1.402, 2.557, -4.210], [0.413, 3.532, -4.040], [0.847, 4.477, -3.091], [-1.147, 0.340, -7.234], [0.313, -0.453, -6.503], [0.392, 0.887, -7.746], [1.682, 2.391, -6.360], [1.922, 1.021, -5.390], [2.441, 2.884, -4.160], [1.209, 1.915, -3.351], [1.785, 4.942, -3.397], [0.796, 4.007, -2.109], [0.070, 5.234, -3.200], [-2.273, -5.280, -1.929], [-2.172, -4.223, -2.789], [-3.396, -3.771, -3.451], [-3.268, -2.303, -3.920], [-2.485, -2.215, -5.128], [-1.061, -2.587, -5.048], [-2.946, -6.083, -2.229], [-2.664, -4.887, -0.991], [-1.310, -5.758, -1.749], [-4.249, -3.886, -2.782], [-3.576, -4.369, -4.344], [-2.846, -1.551, -3.253], [-4.245, -1.888, -4.169], [-0.563, -2.513, -6.015], [-0.808, -3.640, -4.926], [-0.498, -1.991, -4.330], [3.090, 3.990, 0.997], [4.460, 4.110, 0.750], [5.271, 3.035, 1.041], [6.748, 3.399, 0.931], [7.035, 4.548, 1.711], [8.418, 4.887, 1.889], [2.757, 4.958, 0.623], [2.885, 4.012, 2.067], [2.683, 3.090, 0.536], [5.024, 2.119, 0.505], [5.193, 2.813, 2.105], [6.893, 3.532, -0.141], [7.438, 2.604, 1.216], [8.526, 5.709, 2.597], [8.860, 5.209, 0.947], [8.982, 4.091, 2.377]]
}